(1)
{"formula": "C11H14Br12N2O3", "method": "wB97M-V/def2-TZVPD", "de_lowest_kcal_mol": 0.00, "lumo_energy_ev": -0.647, "elements": ["C", "Br", "Br", "Br", "H", "C", "Br", "Br", "Br", "H", "C", "Br", "Br", "Br", "H", "C", "Br", "Br", "Br", "H", "C", "C", "C", "C", "C", "C", "O", "O", "H", "H", "H", "H", "H", "H", "C", "O", "N", "N", "H", "H", "H", "H"], "positions_angstrom": [[-18.20608, 12.45052, -12.22269], [-20.07342, 12.00198, -11.91254], [-17.70758, 12.04566, -14.03892], [-17.01383, 11.61258, -10.87018], [-18.01164, 13.50400, -12.08052], [-22.99857, 14.12673, -10.26477], [-24.14182, 13.35738, -11.65792], [-23.73994, 13.86145, -8.48010], [-22.53817, 15.96268, -10.60668], [-22.09924, 13.52455, -10.26722], [-20.83191, 16.29507, -14.61920], [-22.40990, 15.19127, -14.30415], [-19.19793, 15.38463, -14.00465], [-20.91297, 17.99812, -13.65763], [-20.67994, 16.51810, -15.66441], [-15.31319, 15.13456, -13.67187], [-15.74573, 15.01187, -11.75639], [-13.49714, 14.44690, -13.94063], [-15.44906, 16.96667, -14.30457], [-15.99273, 14.58664, -14.30905], [-22.04714, 9.12169, -10.40384], [-21.63984, 9.96216, -9.36947], [-21.41806, 9.45938, -8.09609], [-21.54692, 8.08436, -7.87456], [-21.90124, 7.26260, -8.92037], [-22.26696, 7.78365, -10.16482], [-22.79374, 6.96905, -11.12486], [-21.17720, 10.28187, -7.04744], [-22.36361, 9.51254, -11.36574], [-21.55958, 11.02685, -9.53408], [-21.36640, 7.70313, -6.87838], [-22.04524, 6.20652, -8.71268], [-22.76683, 6.03714, -10.91039], [-20.87149, 11.17397, -7.31637], [-20.06481, 13.87084, -8.31954], [-20.54660, 12.77073, -8.03587], [-19.19112, 14.13186, -9.34999], [-20.57560, 14.98995, -7.73732], [-19.13955, 14.99314, -9.85995], [-18.73993, 13.35349, -9.80032], [-21.21750, 14.86413, -6.97786], [-20.75258, 15.81399, -8.28922]], "mulliken_charge": [-0.11, 0.24, -0.04, -0.01, -0.09, 0.77, -0.10, -0.05, -0.06, -0.64, -0.49, 0.01, 0.16, -0.04, 0.40, -0.19, 0.04, -0.03, 0.00, 0.19, -0.45, 0.38, 0.09, -0.66, -0.52, 0.61, -0.54, -0.61, 0.41, -0.11, 0.41, 0.23, 0.30, 0.62, 0.22, -0.60, -0.09, -0.34, 0.22, 0.01, 0.27, 0.18]}

(2)
{"formula": "C20H21BN5OS2W", "method": "wB97M-V/def2-TZVPD", "de_lowest_kcal_mol": 0.00, "lumo_energy_ev": [-0.556, -1.270], "spin_multiplicity": 2, "elements": ["W", "B", "N", "C", "C", "C", "N", "N", "C", "C", "C", "N", "H", "H", "H", "H", "H", "H", "H", "H", "C", "S", "O", "C", "C", "C", "C", "C", "C", "H", "H", "H", "H", "H", "H", "H", "H", "S", "C", "N", "C", "C", "C", "C", "C", "C", "H", "H", "H", "H", "H"], "positions_angstrom": [[-0.41900, 0.22091, -0.12252], [-0.58997, 3.53496, 0.31448], [0.66703, 3.05195, -0.48494], [1.70153, 3.81571, -0.84341], [2.64173, 3.02731, -1.48836], [2.07770, 1.75836, -1.50390], [0.88837, 1.79044, -0.89921], [-1.75819, 2.49262, 0.09299], [-2.97718, 2.63970, 0.63323], [-3.90484, 2.01049, -0.17348], [-3.15276, 1.46924, -1.21359], [-1.86056, 1.76996, -1.06979], [-0.36404, 3.59028, 1.50118], [-0.91464, 4.59988, -0.15204], [1.69637, 4.86970, -0.62233], [3.58421, 3.33551, -1.90483], [2.44388, 0.83561, -1.92305], [-3.10264, 3.20724, 1.54085], [-4.96622, 1.93059, -0.01628], [-3.46639, 0.84368, -2.03456], [-3.03925, -2.82707, 1.37195], [-3.11350, -1.66266, 0.01701], [-2.05867, -0.54619, 0.57919], [0.48776, -2.81866, -0.62503], [0.80849, -3.11401, 0.70199], [1.16128, -4.40042, 1.07124], [1.19288, -5.41404, 0.12210], [0.87018, -5.13230, -1.19939], [0.52381, -3.84539, -1.57060], [-2.03236, -3.23379, 1.47383], [-3.72808, -3.63314, 1.11120], [-3.36407, -2.36195, 2.30129], [0.76792, -2.32167, 1.43856], [1.40974, -4.61558, 2.10254], [1.46553, -6.42080, 0.41113], [0.88949, -5.92125, -1.94008], [0.27052, -3.61779, -2.59852], [-0.39030, -0.88871, -2.49584], [0.09050, -1.47262, -0.99615], [0.55923, 0.22396, 1.31297], [1.53358, 0.46576, 2.26561], [1.29348, 1.36434, 3.30430], [2.27831, 1.61012, 4.24673], [3.50615, 0.96584, 4.16678], [3.74684, 0.07310, 3.13146], [2.76888, -0.17865, 2.18286], [0.33622, 1.86760, 3.34612], [2.08787, 2.31285, 5.04779], [4.27216, 1.16124, 4.90578], [4.70393, -0.42786, 3.05969], [2.94494, -0.86776, 1.36575]], "mulliken_charge": [1.16, 0.16, -0.03, -0.23, -1.12, -0.10, -0.16, 0.47, -0.31, -0.87, -0.43, -0.64, -0.18, -0.13, 0.45, 0.40, 0.50, 0.50, 0.41, 0.55, -0.73, -0.01, -0.69, 1.49, 0.01, -0.89, -0.40, -0.63, -0.57, 0.11, 0.37, 0.26, 0.52, 0.42, 0.40, 0.40, 0.37, -0.28, -0.59, -0.28, 0.09, -0.19, -0.70, -0.34, -0.75, 0.19, 0.41, 0.37, 0.38, 0.37, 0.48]}

(3)
{"formula": "C27H27N3O5S2", "method": "wB97M-V/def2-TZVPD", "de_lowest_kcal_mol": 14.95, "lumo_energy_ev": 0.291, "smiles": "C=CCn1c(SCC(=O)c2[nH]c(C)c(C(=O)OCC)c2C)nc2scc(-c3ccc(OC)cc3)c2c1=O", "elements": ["C", "C", "C", "N", "C", "S", "C", "C", "O", "C", "N", "C", "C", "C", "C", "O", "O", "C", "C", "C", "C", "N", "C", "S", "C", "C", "C", "C", "C", "C", "O", "C", "C", "C", "C", "C", "O", "H", "H", "H", "H", "H", "H", "H", "H", "H", "H", "H", "H", "H", "H", "H", "H", "H", "H", "H", "H", "H", "H", "H", "H", "H", "H", "H"], "positions_angstrom": [[4.70356, 0.99620, 1.53620], [4.55051, -0.16183, 0.92449], [3.24266, -0.80969, 0.57455], [2.09612, -0.09660, 1.09416], [1.77766, -0.15929, 2.40920], [2.56188, -1.38954, 3.37372], [1.37679, -1.64974, 4.73417], [-0.09006, -1.31437, 4.51373], [-0.68904, -0.78934, 5.43526], [-0.76344, -1.57272, 3.25716], [-1.91475, -0.83371, 3.06913], [-2.34021, -0.91930, 1.80470], [-3.53551, -0.19731, 1.31348], [-1.46560, -1.77455, 1.12881], [-1.50791, -1.99296, -0.31751], [-2.43673, -1.68400, -1.02906], [-0.36152, -2.51238, -0.78424], [-0.25729, -2.66682, -2.19775], [-0.90997, -3.95831, -2.66979], [-0.48500, -2.21570, 2.05552], [0.51448, -3.28492, 1.79284], [0.87541, 0.56796, 2.98442], [0.16087, 1.37250, 2.18105], [-1.12601, 2.36088, 2.76676], [-1.50772, 2.82733, 1.14315], [-0.69146, 2.28247, 0.20144], [-0.84946, 2.53559, -1.23245], [0.22359, 2.93133, -2.01935], [0.06108, 3.17963, -3.37006], [-1.18894, 3.03068, -3.96068], [-1.46217, 3.24406, -5.27772], [-0.40859, 3.61858, -6.13083], [-2.27186, 2.63953, -3.17088], [-2.10384, 2.40113, -1.82593], [0.29568, 1.43765, 0.79964], [1.32882, 0.65686, 0.16877], [1.58700, 0.58607, -1.01359], [5.67951, 1.39807, 1.74297], [3.86904, 1.59738, 1.85879], [5.40980, -0.73759, 0.61041], [3.23752, -1.83933, 0.94868], [3.12491, -0.82682, -0.51554], [1.47720, -2.71044, 4.97612], [1.71084, -1.06172, 5.59039], [-2.29434, -0.25681, 3.80642], [-3.60715, 0.78638, 1.77417], [-3.48323, -0.10671, 0.23205], [-4.43749, -0.75902, 1.55809], [-0.72532, -1.80406, -2.68276], [0.81531, -2.66620, -2.40283], [-0.47376, -4.81215, -2.15602], [-0.76007, -4.07228, -3.73948], [-1.97721, -3.92848, -2.46472], [0.00600, -4.14423, 1.35761], [1.01357, -3.59751, 2.70485], [1.25537, -2.95725, 1.06744], [-2.31734, 3.51036, 0.97855], [1.19876, 3.05429, -1.57517], [0.91784, 3.48590, -3.94905], [0.37885, 2.85850, -6.15523], [-0.85047, 3.71097, -7.12186], [0.02412, 4.58094, -5.83781], [-3.23559, 2.52560, -3.64127], [-2.94569, 2.08684, -1.22730]], "mulliken_charge": [-0.98, -0.17, -1.26, 0.69, 0.12, -0.16, -0.90, 0.68, -0.67, -1.25, 0.25, -0.68, -1.40, 1.28, -0.01, -0.67, -0.12, -0.32, -1.25, 1.79, -1.43, -0.45, -0.44, -0.25, -0.42, 0.94, 0.11, -0.38, -0.62, 0.94, -0.46, -0.84, -0.90, -0.41, -0.41, 0.75, -0.75, 0.34, 0.19, 0.37, 0.59, 0.46, 0.50, 0.48, 0.45, 0.36, 0.16, 0.38, 0.35, 0.35, 0.28, 0.41, 0.30, 0.48, 0.31, 0.12, 0.59, 0.45, 0.40, 0.33, 0.25, 0.33, 0.44, 0.36]}

(4)
{"formula": "C33H24CuN5O2S2", "method": "wB97M-V/def2-TZVPD", "charge": 1, "lumo_energy_ev": [-3.136, -3.891], "spin_multiplicity": 2, "elements": ["Cu", "S", "C", "C", "C", "C", "C", "C", "N", "C", "C", "C", "C", "C", "C", "C", "C", "N", "C", "C", "C", "C", "C", "S", "C", "H", "H", "H", "H", "H", "H", "H", "H", "H", "H", "H", "H", "C", "C", "N", "C", "C", "C", "C", "C", "C", "C", "C", "N", "C", "N", "H", "H", "H", "H", "H", "H", "H", "H", "H", "C", "O", "C", "O", "H", "H", "H"], "positions_angstrom": [[1.12051, -0.62665, 0.01253], [3.82524, 2.70417, 5.76192], [5.50764, 2.95609, 5.65163], [6.01841, 2.46718, 4.48954], [5.01925, 1.88460, 3.66805], [3.76952, 1.94035, 4.22123], [2.50637, 1.44333, 3.66057], [2.49977, 0.74841, 2.43568], [1.40768, 0.28344, 1.86544], [0.21007, 0.46111, 2.47585], [0.11132, 1.11643, 3.70680], [-1.17460, 1.25364, 4.33623], [-2.28213, 0.75444, 3.75676], [-2.21381, 0.08053, 2.48777], [-3.34391, -0.45896, 1.85888], [-3.23542, -1.10555, 0.64891], [-1.94754, -1.17064, 0.07864], [-0.87404, -0.65844, 0.63660], [-0.98196, -0.05285, 1.84253], [-4.38287, -1.69473, -0.05179], [-4.37954, -2.43863, -1.19979], [-5.67754, -2.84029, -1.60693], [-6.64324, -2.39493, -0.75889], [-5.98966, -1.49325, 0.53268], [1.28934, 1.61028, 4.28278], [6.03160, 3.44794, 6.45498], [7.06400, 2.52138, 4.22670], [5.23316, 1.45033, 2.70199], [3.42665, 0.55123, 1.91256], [-1.23031, 1.75895, 5.29202], [-3.24681, 0.84885, 4.23904], [-4.30674, -0.36658, 2.34876], [-1.79902, -1.65913, -0.87560], [-3.48852, -2.70903, -1.74815], [-5.87838, -3.42849, -2.48939], [-7.70832, -2.54833, -0.82220], [1.22572, 2.12628, 5.23436], [0.81754, 3.31031, -1.70135], [0.92713, 2.22805, -0.85346], [1.10701, 0.98057, -1.30671], [1.15212, 0.78571, -2.62463], [1.02591, 1.80736, -3.55537], [0.88195, 3.09843, -3.07040], [1.09784, 1.52022, -5.00519], [0.36373, 0.65257, -5.69869], [-0.80869, -0.12088, -5.23765], [-1.26565, -1.19961, -5.98371], [-2.37660, -1.87479, -5.51178], [-3.02134, -1.50017, -4.40878], [-2.52481, -0.43402, -3.78907], [-1.45029, 0.26473, -4.12857], [0.68733, 4.30212, -1.29276], [0.88950, 2.35529, 0.22154], [1.29935, -0.23290, -2.96247], [0.79966, 3.92985, -3.75945], [1.86062, 2.07121, -5.54597], [0.61487, 0.50961, -6.74362], [-0.76547, -1.50616, -6.89203], [-2.76953, -2.73891, -6.03500], [-3.06453, -0.09079, -2.91174], [3.34578, -3.91673, 1.22077], [2.93875, -2.63313, 0.68426], [1.61618, -2.44168, 0.62421], [0.78215, -3.23287, 0.95696], [4.43012, -3.90337, 1.21669], [2.96638, -4.71999, 0.59364], [2.96109, -4.03248, 2.23163]], "mulliken_charge": [-1.32, -0.19, -0.36, -0.58, -0.41, 0.36, 0.98, -0.86, 0.32, -0.08, 0.50, -1.11, -1.07, 0.47, -0.58, 0.92, -0.75, 0.33, -0.14, 0.47, -0.30, -0.73, -0.35, -0.21, -0.62, 0.44, 0.39, 0.37, 0.27, 0.45, 0.46, 0.47, 0.36, 0.42, 0.40, 0.45, 0.46, -0.97, 0.01, 0.01, 0.24, 0.11, -0.25, -0.84, -0.67, 0.92, -0.66, -0.28, -0.48, -0.30, -0.33, 0.44, 0.32, 0.56, 0.51, 0.44, 0.34, 0.38, 0.42, 0.63, -0.70, -0.30, 1.54, -0.57, 0.24, 0.30, 0.30]}

DFT total energy readings, ordered: -861266.0096 -54752.1524 -64816.2985 -112461.0993 eV